48
Properties=species:S:1:pos:R:3:mulliken_charge:R:1 method="wB97M-V/def2-TZVPD" de_lowest_ev=12.782 orbital_gap_ha=0.19703 molar_mass_da=393.40 homo_energy_ev=-7.512 lumo_energy_ev=-2.151
N 0.17 4.85 -1.66 -0.5815
C 0.27 4.06 -0.80 -0.1896
C 0.40 3.08 0.25 0.0290
C -0.73 2.69 1.00 -0.3405
C -0.52 1.86 2.11 0.3801
N -1.37 1.53 3.16 0.9286
O -2.48 1.91 3.51 -0.6412
O -0.65 0.59 3.95 -0.1948
N 0.63 0.41 3.47 -0.5977
C 0.70 1.22 2.37 1.0245
C 1.84 1.54 1.53 -0.8865
N 3.13 0.91 1.66 0.9281
O 3.34 -0.01 2.47 -0.5530
O 4.03 1.35 0.90 -0.6018
C 1.66 2.51 0.54 -0.3271
H -1.71 3.16 0.89 0.9216
H 2.53 2.82 -0.05 0.6016
C -5.18 0.38 2.03 -0.4723
C -5.16 1.59 1.33 -0.6149
C -4.18 1.84 0.38 -0.4212
C -3.17 0.89 0.12 0.7741
C -2.06 1.22 -0.75 -0.7183
C -1.14 0.29 -1.19 -0.2621
N -0.46 0.33 -2.36 0.5672
C 0.49 -0.75 -2.61 -0.7130
C 1.58 -0.37 -3.60 -0.7178
C 0.99 0.24 -4.88 -0.7255
C 0.03 1.39 -4.56 -0.7177
C -1.03 1.01 -3.53 -0.5682
C -3.24 -0.37 0.78 -0.2957
C -4.21 -0.60 1.75 -0.6890
H -5.93 0.20 2.80 0.3644
H -5.91 2.36 1.54 0.3704
H -4.15 2.79 -0.17 0.4170
H -2.09 2.20 -1.24 0.3931
H -0.86 -0.54 -0.54 0.1920
H 0.94 -1.02 -1.65 0.3892
H -0.06 -1.63 -2.99 0.3179
H 2.26 0.35 -3.13 0.2968
H 2.15 -1.26 -3.84 0.3606
H 1.80 0.60 -5.52 0.3395
H 0.45 -0.54 -5.43 0.3221
H 0.60 2.25 -4.19 0.2920
H -0.48 1.71 -5.47 0.3511
H -1.78 0.36 -4.01 0.2910
H -1.55 1.92 -3.20 0.3202
H -2.51 -1.14 0.53 0.2774
H -4.22 -1.55 2.29 0.3799